Record 1
C5H10O | ωB97M-V with the def2-TZVPD basis set

The LUMO energy comes out at 1.039 eV. The total energy comes out at -7394.4702 eV. The energy relative to the best compared isomer or geometry (same formula, charge and spin) comes out at 28.48 kJ/mol. For the molar mass, the calculation gives 86.1 g/mol. For the orbital gap, the calculation gives 10.89 eV. Its SMILES is CC(C)CC=O. As for the charge: 0.

```
16
Properties=species:S:1:pos:R:3:forces:R:3:mulliken_charge:R:1
H 1.46496 0.77415 0.99615 -0.04 -0.11 -0.10 0.36
O 1.94041 -1.22684 -1.34955 0.06 0.17 0.52 -0.47
H 0.12366 0.56935 -1.28065 -0.03 -0.02 0.14 0.24
H -1.62279 -1.21696 0.48986 0.09 0.08 -0.11 0.35
C -1.19587 -0.89764 -0.47052 -0.03 -0.07 -0.03 -1.45
H -2.02770 -0.62135 -1.12808 0.11 -0.05 0.10 0.37
H 0.67240 -0.72462 1.41690 0.07 0.07 -0.08 0.33
C -0.24334 0.28450 -0.28639 0.00 0.03 -0.03 0.80
H -1.26238 1.27960 1.36507 0.02 0.00 -0.14 0.33
C 2.03545 -0.86879 -0.19879 -0.06 -0.11 -0.32 0.01
H -1.86354 1.73488 -0.23799 0.13 -0.03 0.08 0.40
C -0.96041 1.48570 0.33024 -0.03 0.05 0.02 -1.53
H -0.68110 -1.75265 -0.92019 -0.07 0.13 0.07 0.37
H 2.96156 -1.08410 0.37831 -0.11 -0.02 -0.06 0.35
C 0.97358 -0.10722 0.55582 -0.03 0.03 -0.06 -0.82
H -0.31487 2.37199 0.33981 -0.09 -0.14 0.02 0.38
```
Forces are in eV/Å.



Record 2
C4H11NOS | ωB97M-V with the def2-TZVPD basis set

The LUMO energy (alpha / beta) comes out at -0.146 / -0.147 eV. The total energy comes out at -18692.4723 eV. The energy relative to the best compared isomer or geometry (same formula, charge and spin) comes out at 718.46 kJ/mol. For the molar mass, the calculation gives 121.2 g/mol. For the orbital gap (alpha / beta), the calculation gives 7.62 / 7.62 eV. Its SMILES is CC=[S@@H](=O)N(C)C. As for the charge: 0.

```
18
Properties=species:S:1:pos:R:3:forces:R:3:mulliken_charge:R:1
S -0.27955 -0.55091 0.69915 -0.37 -0.75 2.77 0.38
C -2.13904 0.35303 0.60473 3.15 -0.48 3.19 -0.29
H -1.92442 1.33211 1.18991 -0.59 -1.17 -1.51 0.27
H -2.50183 1.06434 -1.29501 -0.26 1.43 -1.58 0.27
H -2.62090 -0.62776 -1.15841 1.26 -2.82 -1.36 0.39
H 2.42948 1.09603 1.46066 2.32 0.84 2.68 0.27
O -0.48459 -1.93611 0.31478 -0.42 -0.40 -0.79 -0.57
H 0.87561 1.48571 0.86264 -0.14 0.72 0.03 0.26
H -0.10010 -0.63007 2.16261 -0.44 0.97 -1.94 0.19
H 1.31630 -1.74883 -1.15553 -1.56 -3.01 -0.19 0.42
C -2.76601 0.26053 -0.68926 -1.97 1.37 1.25 -0.93
H -3.88146 0.11957 -0.56022 0.85 0.96 0.26 0.32
N 1.58876 -0.41183 0.47743 -3.44 -0.86 0.35 -0.25
C 1.81322 -0.92519 -0.85733 4.88 2.25 1.40 -1.04
H 1.66116 -0.19698 -1.57765 -0.69 1.79 -1.70 0.39
H 2.23223 1.35456 -0.22167 1.08 1.50 -1.84 0.39
H 2.95194 -1.05077 -0.91639 -1.40 -0.45 -0.06 0.33
C 1.82920 1.01257 0.65956 -2.25 -1.89 -0.95 -0.78
```
Forces are in eV/Å.